Entry from the Open Molecules 2025 dataset: C21H43BNO6PSSb as an isolated structure (wB97M-V/def2-TZVPD).

Geometry as XYZ:
```
75
Properties=species:S:1:pos:R:3:forces:R:3:lowdin_charge:R:1
C 1.410300 -4.938406 -3.325288 0.2 0.1 0.2 -0.159
C 1.306397 -3.687648 -2.281475 -1.4 -0.6 -1.5 -0.234
C -0.205262 -3.724758 -1.702810 0.0 0.2 0.7 -0.190
C -0.299224 -3.146005 -0.176761 1.9 -1.3 -0.8 -0.338
O 0.032668 -1.775651 -0.118274 0.1 -1.6 0.1 -0.461
Sb -1.408202 -0.383309 -0.036791 0.6 0.9 -1.4 1.222
C -0.818111 0.254159 -2.109066 -0.1 -0.3 -0.9 -0.309
O 0.025858 1.450464 -2.130093 1.4 -1.5 -1.4 -0.314
C 1.188038 1.076210 -2.942672 0.5 0.4 0.0 -0.150
C 0.129697 1.039056 0.795123 -0.7 1.0 1.0 -0.294
O 1.471383 0.620032 0.392451 0.9 0.8 2.2 -0.203
C 2.397757 0.687908 1.464419 1.7 -0.2 1.8 -0.154
C 2.534695 -0.579716 2.388706 2.2 1.8 1.2 0.064
C 3.551611 -0.644095 3.570415 -0.2 3.5 -2.0 -0.226
C 3.777994 -1.909338 4.516756 0.7 0.1 -1.4 -0.114
C 4.420832 0.631421 3.802116 -2.4 0.3 -3.0 -0.060
C 4.280540 1.888636 2.878054 -1.7 -3.4 -0.1 -0.032
C 3.262997 1.952315 1.671645 1.0 -2.8 2.6 -0.073
C 3.286628 3.280224 0.806522 -0.3 1.0 1.0 -0.341
C 3.462531 4.555940 1.819425 -0.9 0.0 -0.8 -0.119
C 1.997472 3.596795 -0.077635 1.1 0.1 -1.2 -0.101
C -2.910301 1.242291 0.058023 -0.5 2.1 0.9 -0.665
S -4.092101 1.327974 -1.370088 -0.2 0.2 0.0 0.730
C -3.537186 2.567009 -2.631162 1.3 0.5 -0.5 -0.553
C -4.476801 3.864801 -2.765660 1.0 -0.2 -0.3 -0.189
B -3.007256 -1.648200 -1.013499 -1.4 -2.1 -1.9 -0.642
O -3.072044 -1.759174 -2.476918 -1.0 0.6 2.3 -0.002
O -4.002529 -2.420608 -0.295217 0.1 2.0 -0.8 -0.124
C -5.274239 -1.735440 -0.177488 -0.5 -0.4 0.6 -0.125
P -2.174441 -1.023424 2.305369 -1.2 0.0 1.6 0.686
N -0.786880 -0.874628 3.460931 -0.9 -0.2 0.5 -0.276
O -2.628287 -2.675197 2.410650 1.0 0.3 1.0 -0.429
H 2.220439 -4.771998 -4.125113 -1.1 -0.3 1.3 0.060
H 0.416131 -5.102459 -3.883469 1.4 0.5 0.9 0.069
H 1.619011 -5.906190 -2.753316 -0.2 1.3 -0.8 0.063
H 1.402194 -2.749628 -2.952186 0.1 -1.3 1.5 0.099
H 2.105150 -3.718140 -1.470506 -1.1 0.1 -1.1 0.104
H -0.842731 -3.128806 -2.438567 0.6 -0.7 1.1 0.095
H -0.647443 -4.793370 -1.685863 0.9 1.4 -0.1 0.111
H 0.583288 -3.705948 0.345622 -1.4 0.7 -0.6 0.114
H -1.220066 -3.516722 0.385029 0.7 0.9 -0.9 0.097
H -0.223619 -0.647489 -2.526328 -1.1 1.3 0.6 0.068
H -1.711566 0.460425 -2.789816 1.1 -0.5 0.9 0.055
H 1.773853 0.226939 -2.431582 -0.9 1.1 -0.7 0.099
H 1.913347 1.960520 -3.061970 -1.2 -1.1 0.3 0.083
H 0.862807 0.735894 -3.993607 0.4 0.5 1.5 0.092
H -0.159254 2.084166 0.390314 0.8 -1.7 0.3 0.048
H 0.046699 1.140468 1.944696 0.3 -0.4 -1.7 0.073
H 1.910405 -1.529972 2.206282 0.8 2.0 0.0 0.105
H 3.606581 -2.852483 3.875855 0.0 1.4 1.2 0.078
H 3.138234 -1.925879 5.459372 0.8 0.1 -1.4 0.072
H 4.904266 -1.936490 4.785459 -1.9 0.1 -0.2 0.074
H 5.186574 0.651914 4.646766 -1.2 0.0 -1.3 0.075
H 4.982297 2.754652 3.115250 -1.2 -1.3 -0.5 0.075
H 4.215212 3.299247 0.142239 -1.3 -0.3 0.7 0.134
H 2.799059 4.367674 2.731669 1.3 0.3 -1.0 0.086
H 4.553233 4.777114 2.065492 -1.6 -0.4 -0.1 0.065
H 3.004971 5.479692 1.290574 0.9 -1.4 0.8 0.072
H 1.902110 2.773414 -0.869071 -0.4 1.2 1.4 0.064
H 2.227958 4.567229 -0.668465 -0.3 -1.4 1.0 0.084
H 1.039822 3.799744 0.503549 1.4 -0.6 -0.6 0.085
H -3.556197 1.141061 1.014694 0.9 0.3 -1.6 -0.004
H -2.374193 2.269283 0.106556 -0.9 -1.6 0.0 0.033
H -3.424137 2.045254 -3.658130 -0.4 0.7 1.7 0.077
H -2.462342 2.890057 -2.345559 -1.7 -0.5 -0.5 0.082
H -4.031724 4.678908 -2.074301 -1.1 -1.2 -1.1 0.075
H -4.382941 4.226911 -3.859927 -0.3 -0.4 1.8 0.069
H -5.567618 3.627994 -2.533883 1.5 0.4 -0.2 0.058
H -4.037200 -1.763591 -2.696111 1.1 -0.4 0.1 0.085
H -5.957673 -2.406881 0.449335 0.9 0.9 -1.0 0.098
H -5.747382 -1.579196 -1.205706 0.5 0.0 1.3 0.088
H -5.162453 -0.749579 0.390389 -0.2 -1.2 -0.9 0.078
H -1.085248 -1.468836 4.266909 0.4 0.5 -0.7 0.004
H -0.918544 0.090590 3.835819 0.3 -0.9 -0.3 0.005
H -2.745845 -2.905136 3.361893 -0.1 0.3 -1.1 0.027
```
Positions in Å, forces in eV/Å.

Properties
Energy relative to the best compared isomer or geometry (same formula, charge and spin), eV: 7.974
Charge: -1



Entry from the Open Molecules 2025 dataset: a 6-piece molecular cluster, C34H57ClF9N3O7S overall (wB97M-V/def2-TZVPD).

Geometry as XYZ:
```
112
Properties=species:S:1:pos:R:3:forces:R:3:lowdin_charge:R:1
N 7.575688 -2.198431 0.921059 0.2 -0.4 -0.1 0.182
C 6.996722 -1.220930 1.063988 -0.2 0.5 0.2 -0.198
C 6.265044 0.030109 1.302098 0.0 0.0 -0.2 -0.240
C 7.199314 1.260278 1.299293 0.3 -0.1 -0.2 -0.145
C 6.638827 2.390706 0.433294 -0.2 0.0 0.2 -0.268
C 7.387592 3.702726 0.620378 0.2 -0.2 0.0 -0.563
Cl 8.726592 3.877486 -0.564922 0.0 0.0 0.0 0.529
C 5.411061 -0.128177 2.604520 0.0 0.1 -0.3 -0.339
C 4.863471 1.206388 2.910116 0.2 -0.4 0.1 -0.176
N 4.432096 2.238282 3.154162 -0.1 0.4 0.0 0.233
C 4.245812 -1.092255 2.283933 -0.4 -0.1 0.1 -0.112
C 3.493134 -1.724006 3.461120 -0.1 0.1 -0.1 -0.158
C 2.442493 -0.761298 4.051271 0.2 -0.4 0.4 -0.161
C 1.075937 -0.976887 3.391770 0.1 0.0 -0.3 -0.063
C 0.432219 0.306964 2.908089 0.1 -0.1 0.4 -0.478
F 1.407052 1.076378 2.378856 -0.2 0.4 -0.3 0.087
F -0.461178 0.017043 1.934630 -0.1 0.1 -0.2 0.112
C -0.341493 1.069845 4.033877 -0.1 -0.1 -0.2 -0.422
F 0.354573 0.991336 5.170753 0.2 0.1 0.0 0.137
F -1.495071 0.414155 4.209151 0.0 0.0 0.2 0.118
S -0.748641 2.915185 3.740195 0.1 0.0 0.0 0.773
F -0.753541 2.689500 2.166472 0.1 0.0 0.1 -0.129
F -2.311192 2.656101 3.765116 0.0 -0.1 -0.1 -0.135
F -0.788405 3.180655 5.301498 0.0 -0.1 0.1 -0.126
F 0.805894 3.225036 3.720300 -0.1 0.0 0.0 -0.126
F -1.029880 4.441381 3.495951 0.0 0.1 0.0 -0.108
C 6.317787 -0.608743 3.758991 0.0 0.1 0.0 -0.138
O 5.950681 -0.007799 4.994514 0.0 -0.2 0.1 -0.099
N 7.099127 0.543231 5.631711 -0.1 -0.1 -0.1 -0.016
O 6.863624 0.816273 6.731527 0.0 0.2 0.0 0.091
H 5.553954 0.142655 0.473733 0.2 -0.1 0.3 0.109
H 8.174568 0.972180 0.898822 0.0 0.0 0.1 0.126
H 7.372771 1.612120 2.320634 -0.1 0.0 0.0 0.117
H 6.677546 2.080177 -0.613445 -0.1 0.1 0.0 0.100
H 5.585237 2.558097 0.675549 0.1 0.0 0.0 0.099
H 6.740421 4.566411 0.499393 0.1 0.0 0.0 0.071
H 7.874352 3.739144 1.593744 -0.2 0.1 0.0 0.068
H 4.617638 -1.869740 1.611373 0.1 0.0 0.1 0.127
H 3.513039 -0.516071 1.707540 0.2 -0.1 -0.1 0.107
H 2.981200 -2.603159 3.058681 0.0 0.0 0.1 0.114
H 4.140424 -2.105740 4.253064 0.2 0.1 -0.1 0.107
H 2.764928 0.268061 3.907008 0.0 -0.1 0.1 0.090
H 2.386137 -0.902844 5.131823 -0.1 0.0 -0.1 0.120
H 1.222979 -1.528999 2.456862 -0.1 0.0 0.1 0.131
H 0.379503 -1.564630 3.990846 0.0 0.1 0.1 0.140
H 7.366299 -0.377688 3.551779 -0.1 0.0 0.0 0.125
H 6.224826 -1.688766 3.877261 0.1 0.0 -0.2 0.132
C 2.133046 1.101280 -1.940374 0.1 0.0 0.0 -0.146
C 3.058975 0.062910 -2.571766 0.0 -0.1 0.1 -0.151
C 4.338249 0.260758 -1.767751 0.0 0.0 -0.2 -0.191
O 3.929244 0.674559 -0.459578 -0.3 0.1 -0.2 -0.200
C 2.535762 1.021928 -0.477416 -0.1 0.0 0.0 -0.184
H 1.074442 0.898844 -2.092361 0.0 0.0 0.0 0.099
H 2.349302 2.092422 -2.343655 0.0 0.0 0.0 0.123
H 2.663067 -0.942616 -2.410908 0.0 0.0 0.0 0.115
H 3.208074 0.202867 -3.640993 0.0 0.0 0.0 0.116
H 4.964917 1.043663 -2.207977 0.0 0.0 0.0 0.119
H 4.934297 -0.649158 -1.678855 0.0 0.0 0.0 0.122
H 1.974329 0.239478 0.042982 0.0 0.0 0.0 0.107
H 2.398989 1.958674 0.062450 0.0 0.0 0.0 0.124
C -3.135944 2.032218 -3.101054 0.0 0.1 -0.1 -0.164
C -3.201417 1.184307 -4.370288 0.0 0.0 0.1 -0.166
C -1.948703 1.634698 -5.108141 -0.1 0.0 0.0 -0.199
O -0.994735 1.983691 -4.102045 0.1 0.0 0.0 -0.151
C -1.637178 2.054946 -2.829243 0.0 -0.1 0.0 -0.217
H -3.705510 1.621417 -2.268282 0.0 0.0 0.0 0.111
H -3.503523 3.041106 -3.300940 0.0 0.0 0.0 0.115
H -3.124001 0.124699 -4.111687 0.0 0.0 0.0 0.105
H -4.111322 1.324180 -4.950900 0.0 0.0 0.0 0.099
H -2.144990 2.515780 -5.728119 0.0 0.0 0.0 0.118
H -1.526687 0.854535 -5.743579 0.0 0.0 0.0 0.114
H -1.335836 1.182050 -2.236811 0.0 0.0 0.1 0.105
H -1.301309 2.955225 -2.313048 0.0 0.0 0.0 0.118
C -5.706079 -0.831306 4.270394 0.0 0.0 0.0 -0.168
C -4.464162 -0.499375 5.095383 0.0 0.0 0.0 -0.175
C -4.712968 -1.311360 6.360127 0.0 0.0 0.0 -0.203
O -5.450125 -2.465376 5.955677 0.0 0.0 0.0 -0.141
C -5.917747 -2.299738 4.617398 0.0 0.0 0.0 -0.209
H -5.578910 -0.666458 3.201289 0.0 0.0 0.0 0.110
H -6.555019 -0.233990 4.609726 0.0 0.0 0.0 0.113
H -3.569931 -0.858141 4.584812 0.0 0.0 0.0 0.099
H -4.339642 0.564124 5.294583 0.0 0.0 0.0 0.112
H -5.309138 -0.744296 7.083311 0.0 0.0 0.0 0.117
H -3.793787 -1.634245 6.850747 0.0 0.0 0.0 0.116
H -5.336194 -2.949182 3.953657 0.0 0.0 0.0 0.116
H -6.963142 -2.606912 4.569598 0.0 0.0 0.0 0.115
C -8.476092 0.191373 -4.622754 0.0 0.0 0.0 -0.168
C -8.518669 -0.663765 -5.887941 0.0 0.0 0.0 -0.169
C -7.265367 -0.195833 -6.616408 0.0 0.0 0.0 -0.203
O -6.326382 0.167258 -5.602073 0.0 0.0 0.0 -0.160
C -6.981363 0.234455 -4.334031 0.0 -0.1 0.0 -0.211
H -9.051285 -0.220483 -3.795042 0.0 0.0 0.0 0.112
H -8.850697 1.195189 -4.833271 0.0 0.0 0.0 0.114
H -8.434686 -1.721444 -5.629916 0.0 0.0 0.0 0.113
H -9.422850 -0.528157 -6.479228 0.0 0.0 0.0 0.111
H -7.472443 0.680743 -7.239284 0.0 0.0 0.0 0.117
H -6.821395 -0.968328 -7.245145 0.0 0.0 0.0 0.116
H -6.668979 -0.626941 -3.733324 0.0 0.0 0.0 0.119
H -6.669955 1.145145 -3.819997 0.0 0.0 0.0 0.114
C -1.983325 -3.110377 -5.162777 -0.1 0.0 0.0 -0.172
C -1.006313 -2.644183 -4.089017 0.1 0.0 0.0 -0.172
C -1.369361 -3.556829 -2.924916 -0.1 0.0 0.0 -0.206
O -1.818665 -4.782150 -3.504423 0.0 0.0 0.0 -0.141
C -2.032837 -4.611210 -4.907144 0.1 0.0 0.0 -0.204
H -1.671412 -2.865138 -6.176974 0.0 0.0 0.0 0.112
H -2.966579 -2.665524 -4.991348 0.0 0.0 0.0 0.110
H 0.021657 -2.828318 -4.409170 0.0 0.0 0.0 0.114
H -1.101094 -1.586443 -3.842199 0.0 0.0 0.0 0.098
H -2.183996 -3.130277 -2.328586 0.0 0.0 0.0 0.116
H -0.529080 -3.764047 -2.261042 0.0 0.0 0.0 0.115
H -1.237210 -5.130695 -5.452119 0.0 0.0 0.0 0.117
H -2.987453 -5.063944 -5.176594 0.0 0.0 0.0 0.116
```
Positions in Å, forces in eV/Å.

Properties
SMILES: N#C[C@H](CCCCl)[C@@](C#N)(CCCCC(F)(F)C(F)(F)S(F)(F)(F)(F)F)CON=O.C1CCOC1.C1CCOC1.C1CCOC1.C1CCOC1.C1CCOC1



Entry from the Open Molecules 2025 dataset: one molecule with the formula C5H10O (wB97M-V/def2-TZVPD).

Geometry as XYZ:
```
16
Properties=species:S:1:pos:R:3:forces:R:3:lowdin_charge:R:1
C -0.782370 -1.645814 -1.667408 -0.1 0.0 -0.1 -0.119
C 0.296424 -1.745889 -0.576272 0.1 0.0 -0.1 -0.273
C 0.702052 -0.342292 -0.178849 -0.3 -0.5 0.5 -0.046
C 0.030862 2.264685 0.668402 0.0 0.0 0.1 -0.096
C 0.446458 1.147169 1.611475 0.0 0.4 0.2 -0.231
O 0.240439 -0.163847 1.035854 0.2 -0.1 -0.6 -0.110
H -0.399018 -1.129332 -2.553046 0.0 -0.1 0.1 0.071
H -1.659574 -1.092387 -1.311917 0.2 -0.1 0.0 0.071
H -1.122721 -2.642945 -1.967880 0.1 0.2 0.1 0.070
H 1.173273 -2.256432 -1.000678 -0.1 0.2 0.1 0.104
H -0.076204 -2.330314 0.277931 0.1 0.1 -0.1 0.102
H -0.846476 1.950098 0.097421 0.0 0.1 0.1 0.077
H -0.231323 3.160134 1.242703 0.1 -0.1 -0.1 0.076
H 0.823591 2.509958 -0.038627 -0.1 -0.1 0.1 0.069
H -0.163650 1.145668 2.520279 0.1 -0.1 -0.2 0.116
H 1.500543 1.223115 1.900467 -0.2 0.0 -0.1 0.119
```
Positions in Å, forces in eV/Å.

Properties
Energy relative to the best compared isomer or geometry (same formula, charge and spin), eV: 2.827



Entry from the Open Molecules 2025 dataset: C8H8Cl4F12MgO12S4 as an isolated structure (wB97M-V/def2-TZVPD).

Geometry as XYZ:
```
49
Properties=species:S:1:pos:R:3:forces:R:3:lowdin_charge:R:1
Mg 0.413991 0.427914 0.054621 -0.8 -0.4 -0.5 0.200
C 0.331832 -2.506353 -3.453170 -1.4 1.8 0.1 -0.668
F -0.402155 -3.242137 -4.297838 0.1 0.2 -0.4 0.114
F 0.911933 -3.345148 -2.639542 1.2 -0.8 0.8 0.122
F 1.237417 -1.790073 -4.144629 -0.2 -0.7 0.3 0.123
S -0.794393 -1.325423 -2.475783 -2.6 3.6 -1.1 0.602
O 0.030714 -0.785880 -1.374898 0.3 -2.0 -1.3 -0.419
O -1.188465 -0.247959 -3.447609 1.2 -3.9 2.0 -0.301
O -1.879014 -2.155342 -1.925935 1.2 0.1 -0.9 -0.335
C 2.923371 2.176523 -3.337564 -1.6 -0.2 0.5 -0.587
F 3.992980 2.174888 -2.564550 0.7 -0.1 0.6 0.115
F 3.102552 3.201653 -4.209932 -0.4 -0.9 0.1 0.091
F 2.903790 0.972727 -3.989145 0.0 1.2 0.1 0.084
S 1.258953 2.412501 -2.286045 -2.9 1.9 -1.2 0.583
O 0.152154 2.161863 -3.213674 2.6 0.0 0.6 -0.291
O 1.322899 1.398599 -1.218928 2.5 1.0 -1.2 -0.375
O 1.264362 3.784655 -1.777687 1.3 -1.6 -0.6 -0.297
C -3.879914 1.714041 0.233682 2.4 0.9 -0.9 -0.649
F -3.818858 2.003199 1.526337 -0.3 -0.5 0.6 0.124
F -4.089656 0.407577 0.043511 -0.5 -0.1 0.3 0.118
F -4.880208 2.421745 -0.284490 -0.4 -0.2 -0.2 0.124
S -2.224432 2.223769 -0.613853 -0.3 1.3 -5.2 0.559
O -2.032965 3.628449 -0.342226 -0.6 -0.8 1.1 -0.279
O -1.192099 1.327976 -0.113237 -1.9 0.2 1.2 -0.371
O -2.410520 1.971783 -2.068126 -1.0 0.0 3.0 -0.315
C 1.435171 2.951173 3.819111 -2.5 -1.0 0.0 -0.598
F 2.698653 2.886460 3.482183 0.5 0.3 0.2 0.149
F 1.164032 1.976077 4.752699 0.6 0.6 -0.5 0.066
F 1.140287 4.131905 4.428559 0.6 -0.8 -0.7 0.098
S 0.253561 2.626056 2.305238 -0.4 2.7 -3.9 0.580
O 0.388157 3.806086 1.412563 1.0 -2.2 2.3 -0.296
O 0.724658 1.365472 1.634419 1.1 1.3 3.0 -0.419
O -1.074822 2.507462 2.812871 -0.1 -0.7 1.5 -0.286
Cl -0.796773 -1.345673 1.569981 -0.8 -0.4 0.7 0.662
C -2.344750 -2.283991 1.391087 0.2 0.3 -0.3 -0.541
C -3.293812 -1.962177 2.550894 0.5 0.4 -1.1 -0.672
Cl -2.631145 -2.608264 4.025819 0.2 -0.7 1.2 0.554
H -2.030658 -3.326885 1.348488 -0.1 0.0 0.4 0.060
H -2.753413 -2.071481 0.403197 0.0 0.4 0.1 0.061
H -4.282270 -2.384857 2.370895 0.1 0.0 0.0 0.075
H -3.347182 -0.890814 2.744364 -0.2 0.0 -0.5 0.063
Cl 1.122254 -3.894749 0.622540 -0.4 -0.6 -0.1 0.592
C 2.876272 -3.761678 0.572122 -0.3 0.4 -0.5 -0.651
C 3.276455 -2.454317 1.237626 0.4 -0.6 0.0 -0.583
Cl 2.524438 -0.990822 0.514679 1.1 -0.6 0.0 0.725
H 3.207901 -3.782741 -0.465993 -0.2 0.2 -0.1 0.072
H 3.298184 -4.658336 1.026111 0.1 0.3 0.4 0.068
H 4.349192 -2.379807 1.059349 0.0 0.5 0.3 0.071
H 3.041340 -2.465645 2.301908 0.0 0.1 -0.1 0.078
```
Positions in Å, forces in eV/Å.

Properties
Energy relative to the best compared isomer or geometry (same formula, charge and spin), eV: 3.166
Charge: -2



E / eV: -63579.371; -102793.897; -7391.938; -164487.280